C2H2N2O3 | wB97M-V/def2-TZVPD

Geometry as XYZ:
```
9
Properties=species:S:1:pos:R:3:forces:R:3
O 0.446 -1.513 1.096 0.419 0.694 1.334
O 1.169 1.013 0.282 1.734 0.737 0.383
O -0.216 -1.903 -0.867 -0.590 0.237 -1.200
N 0.145 -1.150 -0.008 0.542 -1.695 0.206
N -2.470 1.122 0.211 -1.730 0.601 0.363
C -1.375 0.953 -0.040 4.595 -2.461 -0.885
C 0.317 0.259 -0.346 -4.084 3.499 -1.950
H 0.433 0.458 -1.453 -0.392 -0.949 1.262
H 1.550 0.760 1.124 -0.494 -0.662 0.487
```
Forces are in eV/Å.

Calculated values
SMILES string: N#C[C@@H](O)[N+](=O)[O-]
molecular weight: 102.0 g mol⁻¹
total energy: -412.4659 hartree

***

C24H22BBr4N11O4S3W | wB97M-V/def2-TZVPD

Geometry as XYZ:
```
70
Properties=species:S:1:pos:R:3:forces:R:3
W -0.196 0.592 0.069 0.343 0.472 -0.905
Br -1.513 0.570 -4.786 0.006 0.021 -0.016
Br -6.354 -1.412 -2.425 0.030 -0.013 0.003
Br -4.907 -1.032 0.582 -0.014 0.016 -0.003
Br -4.594 -0.696 -5.145 -0.009 0.021 0.009
S 1.371 3.007 -0.597 -0.246 0.542 -0.236
S 2.643 0.143 0.959 0.205 0.044 -0.188
S -0.170 -2.458 -1.773 0.256 0.352 -0.389
O -2.090 0.071 0.250 -0.840 -0.070 -0.049
O 0.273 -1.750 -2.956 -0.101 -0.069 -0.071
O -1.563 -2.763 -1.618 0.046 -0.028 0.186
O -0.757 0.678 -1.829 -0.108 -0.205 -0.694
N 2.975 -0.449 -1.703 -0.230 -0.152 -0.087
N -0.193 1.726 1.809 -0.002 0.072 0.577
N 4.480 -2.050 -1.710 -0.045 0.026 0.153
N -1.200 2.683 -0.425 1.077 0.038 0.094
N 2.794 -7.588 -2.063 -0.004 0.123 0.073
N 4.176 -1.626 -0.440 0.177 -0.304 0.120
N 1.929 0.361 -2.113 0.394 0.182 -0.258
N 0.228 -3.191 1.165 0.004 -0.049 -0.541
N 0.346 -1.471 -0.528 -0.334 -1.145 0.718
N -0.546 4.686 -1.439 0.436 -0.263 0.158
N -0.082 -0.887 1.568 0.081 -0.890 -0.510
C 3.727 -1.322 -2.464 -0.033 0.285 -0.041
C -2.436 3.010 -0.601 -0.870 -0.067 0.208
C -4.596 -0.750 -2.284 0.093 0.057 -0.025
C -0.195 3.503 -0.845 0.735 -0.101 0.090
C -4.030 -0.569 -1.016 -0.086 0.011 -0.017
C -0.030 -3.415 2.446 0.006 -0.145 -0.032
C 0.155 -1.939 0.753 0.289 -0.272 0.043
C -2.017 0.271 -2.052 -0.054 -0.072 0.167
C -3.864 -0.431 -3.429 0.031 0.032 0.119
C -2.570 0.088 -3.304 -0.057 0.118 -0.055
C -2.747 -0.067 -0.900 0.113 -0.071 -0.375
C 0.704 -3.992 -1.814 0.069 0.032 0.180
C -0.399 -2.412 3.316 -0.096 -0.011 0.383
C 1.822 -4.093 -2.629 0.039 -0.037 0.125
C -0.420 -1.127 2.816 -0.036 0.431 0.645
C -1.822 5.010 -1.696 -0.377 0.133 -0.117
C 3.252 -0.664 -0.382 0.043 0.227 -0.136
C 2.508 -5.288 -2.731 0.031 0.027 -0.064
C 2.074 -6.413 -2.028 0.020 -0.064 0.008
C 0.902 -6.320 -1.266 -0.061 -0.052 0.016
C 3.677 -1.337 -3.946 -0.022 0.053 0.048
C -2.810 4.181 -1.284 -0.505 0.243 -0.134
C -1.087 1.946 2.513 -0.068 0.412 0.601
C 0.223 -5.126 -1.162 -0.001 0.128 -0.091
B -2.356 2.117 3.396 -0.210 -0.007 0.019
H 2.350 -8.430 -1.748 -0.036 -0.029 -0.037
H 0.212 5.302 -1.697 0.021 -0.045 -0.046
H -3.111 1.353 2.817 -0.044 0.072 0.100
H -3.166 2.333 -0.167 -0.073 0.070 -0.095
H -2.115 1.732 4.520 0.064 0.019 -0.091
H 3.488 -7.702 -2.780 -0.023 -0.016 -0.041
H 0.062 -4.448 2.769 -0.055 0.060 0.045
H -2.746 3.264 3.356 0.092 -0.059 -0.036
H 4.276 -2.165 -4.319 -0.009 -0.002 0.017
H 2.135 -3.237 -3.206 0.000 -0.059 0.035
H -3.847 4.415 -1.465 0.033 -0.017 0.021
H 3.381 -5.360 -3.372 -0.015 0.027 0.048
H 1.293 -0.163 -2.710 -0.200 -0.147 0.122
H 2.277 1.181 -2.592 0.082 0.087 0.065
H -0.694 -0.268 3.415 0.016 -0.094 0.076
H 4.079 -0.403 -4.342 -0.004 -0.021 -0.019
H -0.697 -5.069 -0.602 -0.023 0.046 0.105
H -0.656 -2.610 4.347 0.022 0.018 -0.055
H -1.983 5.935 -2.233 -0.059 -0.016 0.073
H 4.583 -2.088 0.354 0.045 0.050 0.020
H 2.648 -1.435 -4.295 0.017 -0.011 -0.008
H 0.520 -7.203 -0.764 0.034 0.054 -0.007
```
Forces are in eV/Å.

Calculated values
expectation value of S²: 2.010
molecular weight: 1139.0 g mol⁻¹
total energy: -13413.6551 hartree
2S+1: 3

***

C16H13ClN4O2 | wB97M-V/def2-TZVPD

Geometry as XYZ:
```
36
Properties=species:S:1:pos:R:3:forces:R:3
Cl -0.934 -2.246 -5.105 -0.009 -0.090 -0.088
O 0.118 -0.191 2.217 0.036 -0.114 -0.317
O -3.187 1.050 2.738 0.179 -0.051 0.117
N -2.082 0.444 0.826 0.972 -0.239 -0.470
N -3.121 0.625 0.001 -0.824 0.166 0.240
N 3.039 0.033 1.710 0.095 -0.024 -0.518
N 3.962 0.880 2.151 0.392 0.124 0.769
C 1.111 -0.372 3.113 0.318 0.011 0.833
C -0.944 0.323 2.890 -0.024 0.235 1.305
C 3.539 1.281 -0.013 -0.127 -0.078 -0.046
C 2.744 0.242 0.410 0.103 0.083 -0.158
C -0.796 -1.082 -3.833 0.054 0.135 0.099
C 4.281 1.639 1.122 -0.164 -0.092 -0.109
C 2.416 -0.903 2.611 -0.511 -0.018 0.115
C -0.578 0.786 -1.809 -0.133 0.045 -0.030
C -2.195 0.643 2.182 -0.228 0.030 -0.267
C -0.627 0.468 4.216 -0.441 -0.015 -0.877
C 0.704 0.023 4.356 0.292 -0.287 -0.624
C 0.525 0.465 -2.582 0.002 -0.054 0.005
C -3.007 0.484 -1.255 -0.023 -0.008 0.014
C 0.430 -0.478 -3.590 -0.061 -0.055 -0.047
C -1.807 0.168 -2.046 0.432 -0.119 -0.064
C -1.910 -0.761 -3.080 0.043 0.063 0.112
H 1.286 -0.003 5.254 0.200 -0.021 0.160
H -0.492 1.556 -1.056 -0.004 0.031 0.090
H -1.276 0.850 4.976 -0.204 0.097 0.106
H -1.191 0.105 0.462 -0.308 0.101 0.135
H -3.936 0.584 -1.801 -0.120 0.049 -0.062
H -2.857 -1.237 -3.282 -0.089 -0.064 -0.057
H 5.023 2.405 1.223 0.162 0.146 0.065
H 3.591 1.718 -0.989 -0.024 0.044 -0.213
H 2.018 -0.353 -0.106 -0.151 -0.131 -0.085
H 1.468 0.956 -2.398 0.099 0.061 0.001
H 2.260 -1.852 2.087 0.106 0.105 0.085
H 1.288 -0.735 -4.189 0.061 -0.043 -0.077
H 3.092 -1.051 3.455 -0.102 -0.024 -0.146
```
Forces are in eV/Å.

Calculated values
SMILES string: O=C(N/N=C\c1cccc(Cl)c1)c1ccc(Cn2cccn2)o1
molecular weight: 328.8 g mol⁻¹
total energy: -1447.1596 hartree

***

C5H10NO2 | wB97M-V/def2-TZVPD

Geometry as XYZ:
```
18
Properties=species:S:1:pos:R:3:forces:R:3
O -0.584 1.053 2.882 1.097 0.648 0.530
O 1.518 1.155 1.993 0.610 0.619 1.548
N -0.583 1.326 -0.130 -2.111 0.179 -2.536
C -0.303 -1.395 -1.245 0.267 1.021 0.120
C 0.377 -0.958 0.029 -2.198 0.183 -0.230
C 0.238 0.839 2.029 -2.366 -1.553 0.258
C -0.416 0.124 0.784 -0.192 -0.051 0.175
C 0.143 -1.374 -2.488 3.909 0.884 1.206
H 0.284 -1.794 0.678 0.583 -0.880 0.789
H -1.228 1.100 -0.948 0.508 0.092 1.267
H 1.804 1.557 2.895 -0.761 -0.806 -1.938
H 1.248 -1.132 -2.710 -1.824 -0.148 0.443
H 1.358 -0.651 -0.111 2.017 0.385 -0.188
H -0.911 2.203 0.272 -0.585 -0.256 0.675
H -1.296 -1.694 -1.073 -1.376 -0.574 0.085
H 0.214 1.655 -0.654 1.336 -0.528 0.084
H -1.492 -0.302 1.108 2.518 1.477 -0.727
H -0.370 -1.711 -3.312 -1.432 -0.689 -1.561
```
Forces are in eV/Å.

Calculated values
net charge: +1
SMILES string: C=CC[C@H]([NH3+])C(=O)O
molecular weight: 116.1 g mol⁻¹
total energy: -401.4582 hartree

***

C5H13N2 | wB97M-V/def2-TZVPD

Geometry as XYZ:
```
20
Properties=species:S:1:pos:R:3:forces:R:3
N 2.048 0.005 0.193 -0.052 1.364 -2.756
N -4.058 0.988 0.164 0.197 -3.462 2.323
C 3.527 -0.044 0.106 0.527 -0.593 2.187
C -3.029 0.073 -0.041 -0.559 -0.089 1.747
C 1.392 0.915 -0.498 2.977 -0.407 0.174
C 1.472 -1.254 0.620 -0.815 -2.389 2.215
C -2.016 0.171 -0.889 2.332 -0.671 -1.246
H 3.846 0.126 -0.879 0.371 -0.576 -1.532
H -4.160 1.685 -0.489 -0.799 1.708 -1.640
H 1.961 1.548 -1.272 -0.684 -0.716 1.773
H -1.933 1.063 -1.507 -0.174 -0.186 -0.237
H 3.859 -0.983 0.630 -0.212 0.822 -1.241
H 1.684 -2.123 -0.113 -0.008 1.801 0.720
H -1.171 -0.611 -1.104 -2.023 1.336 0.862
H 0.366 1.110 -0.343 -1.263 -0.497 -0.064
H 2.009 -1.607 1.623 -1.570 0.962 -1.995
H -4.885 0.518 0.608 1.061 1.399 -0.961
H 4.056 0.748 0.651 -0.846 0.168 0.307
H 0.338 -1.191 0.687 1.528 0.090 0.258
H -3.063 -0.691 0.756 0.013 -0.065 -0.895
```
Forces are in eV/Å.

Calculated values
net charge: +1
molecular weight: 101.2 g mol⁻¹
total energy: -307.4710 hartree